Entry 1:
19
Properties=species:S:1:pos:R:3:forces:R:3 method="wB97M-V/def2-TZVPD" smiles=CCSSCC.O total_charge=0 lumo_ha=0.024 homo_ev=-8.5 homo_lumo_gap_ha=0.3375 e_above_lowest_ev=0.376 energy_ev=-28060.490
C 1.36845 1.00785 -1.41191 -0.7 0.5 0.0
C 1.64998 1.82769 -0.15888 0.1 0.2 -0.5
S 0.36765 1.71422 1.08552 -0.3 0.0 0.8
S 0.18516 -0.27222 1.57691 0.1 0.5 -0.5
C -1.30951 -0.65065 0.58601 0.6 -0.6 1.8
C -1.59021 -2.14254 0.69218 -0.9 -0.6 -1.9
H 2.22241 0.96495 -2.08630 0.1 -0.3 0.2
H 1.05026 0.03262 -1.04231 0.3 -0.3 -0.5
H 0.53923 1.41283 -2.01168 0.1 0.0 0.4
H 2.61610 1.54700 0.25295 0.0 0.1 0.2
H 1.63666 2.91658 -0.30354 0.3 -0.2 -0.3
H -1.15826 -0.34070 -0.44372 -0.1 0.0 0.0
H -2.10196 -0.10667 1.09467 -0.2 0.2 -0.5
H -2.42209 -2.22133 -0.02720 0.2 -0.6 0.0
H -0.79159 -2.78716 0.30938 0.1 0.4 0.0
H -1.98064 -2.65838 1.56555 0.2 0.9 0.7
O -0.98929 -1.81547 -3.88141 0.1 0.1 0.1
H -1.72347 -2.26176 -4.31149 0.0 -0.1 0.0
H -0.24907 -2.43266 -3.90441 -0.2 0.0 0.0

---

Entry 2:
19
Properties=species:S:1:pos:R:3:forces:R:3 method="wB97M-V/def2-TZVPD" smiles=CCCSSC.O total_charge=0 lumo_ha=0.024 homo_ev=-8.9 homo_lumo_gap_ha=0.3524 e_above_lowest_ev=1.707 energy_ev=-28059.159
C -1.00212 -0.66621 -2.53290 -0.7 -1.0 1.3
C -0.45988 -0.73614 -0.98468 0.9 0.2 -3.5
C -1.39254 0.03980 -0.14304 -1.2 0.5 0.8
S -0.95579 1.78776 0.05776 1.6 -0.4 1.8
S 0.56200 1.57947 1.61636 -1.5 0.0 -0.9
C -0.42321 1.57905 3.14823 2.2 -3.9 1.8
H -2.07484 -1.26375 -2.50013 2.8 1.6 -0.5
H -0.24321 -1.16084 -3.13903 -0.4 -0.6 -0.1
H -1.07308 0.32088 -3.04598 -0.4 -0.4 1.0
H 0.57491 -0.34685 -0.81449 -0.7 0.1 -0.6
H -0.27757 -1.81546 -0.86381 -0.9 0.3 0.7
H -1.54934 -0.47104 0.79214 -0.1 0.3 0.8
H -2.40355 0.24093 -0.53321 0.2 -0.9 -0.4
H -0.82113 2.48453 3.32331 -1.4 3.3 0.4
H 0.42478 1.44431 4.00931 -2.1 0.1 -2.0
H -1.27496 0.81620 3.32395 1.7 0.8 -0.7
O 3.43564 -5.55696 -2.31466 -1.9 1.4 0.3
H 3.04635 -5.00220 -3.01502 0.2 -0.3 0.5
H 4.15361 -5.96579 -2.73124 1.7 -1.0 -0.9

---

Entry 3:
19
Properties=species:S:1:pos:R:3:forces:R:3 method="wB97M-V/def2-TZVPD" smiles=CCCSSC.O total_charge=0 lumo_ha=0.025 homo_ev=-8.6 homo_lumo_gap_ha=0.3396 e_above_lowest_ev=0.386 energy_ev=-28060.480
C 1.80366 -1.89210 -0.08498 -0.1 0.2 1.1
C 2.18202 -0.65215 -0.88173 -1.9 -0.9 -0.8
C 0.95519 0.03486 -1.53770 0.6 0.1 -0.8
S 0.16316 1.19713 -0.37901 0.4 -0.2 -0.1
S -1.78093 0.69303 -0.51093 -0.8 0.2 -0.2
C -1.99863 -0.89499 0.32165 -0.3 0.0 0.2
H 1.02865 -1.60578 0.63981 0.0 -0.1 -0.1
H 1.43048 -2.73945 -0.65980 0.0 0.2 -0.3
H 2.63196 -2.26307 0.53457 0.0 0.1 -0.3
H 2.59145 0.08560 -0.21941 0.9 0.2 0.1
H 2.78480 -0.95322 -1.72547 0.9 0.2 0.1
H 1.28597 0.47326 -2.49475 0.0 0.8 0.6
H 0.17901 -0.60064 -1.94506 -0.2 -0.7 0.6
H -1.24126 -1.58805 0.00777 0.4 -0.3 -0.1
H -1.99830 -0.81861 1.41010 0.0 0.0 -0.2
H -2.95939 -1.29339 -0.02573 0.1 0.2 0.1
O -0.00948 -0.08009 2.90854 -0.2 -0.3 0.4
H -0.45410 0.72094 2.61082 0.0 0.0 0.0
H -0.58599 -0.48729 3.57770 0.3 0.4 -0.3

---

Entry 4:
18
Properties=species:S:1:pos:R:3:forces:R:3 method="wB97M-V/def2-TZVPD" total_charge=+1 lumo_ha="-0.263 / -0.263" homo_ev="-13.9 / -13.9" homo_lumo_gap_ha="0.2497 / 0.2495" e_above_lowest_ev=4.619 energy_ev=-24456.698
C -0.03808 2.16115 0.08659 1.5 2.4 -0.7
C 0.13497 -1.86947 1.29021 -0.9 -0.9 -0.7
C 0.03006 -1.40890 -1.60239 -2.1 -0.2 1.9
C -0.53927 0.80883 0.57360 0.2 1.3 0.9
P 0.47057 -0.61953 0.05713 0.0 0.4 -2.0
S 3.19223 0.65622 -0.31880 -1.3 -2.2 0.9
H -0.64922 3.05944 0.30831 -0.8 -1.0 -0.4
H 0.81452 2.57209 0.64393 0.4 -1.0 0.2
H 0.31758 2.27662 -0.96743 -0.8 -0.5 0.6
H 0.35148 -1.47366 2.20961 0.6 1.3 2.5
H 0.62099 -2.84607 1.33641 0.0 0.1 -0.9
H -0.98123 -1.97590 1.31617 0.7 -0.1 -0.4
H -0.06545 -2.56436 -1.49028 -0.2 2.3 -0.2
H 0.83554 -1.16167 -2.18179 2.3 0.2 -1.8
H -0.82127 -0.80604 -2.08350 0.8 -1.3 1.0
H -1.65393 0.86612 0.50882 0.8 -1.2 -0.3
H -0.27555 0.80858 1.64608 -0.5 -0.1 -0.1
H 3.18193 1.85273 -0.87886 -0.8 0.7 -0.3

---

Entry 5:
17
Properties=species:S:1:pos:R:3:forces:R:3 method="wB97M-V/def2-TZVPD" smiles=CSC.CC total_charge=0 lumo_ha=0.035 homo_ev=-8.5 homo_lumo_gap_ha=0.3483 e_above_lowest_ev=0.683 energy_ev=-15177.023
C -0.84882 2.19382 0.81834 -2.1 -0.5 -0.5
S 0.57735 2.59026 -0.16151 1.0 0.2 0.2
C 1.99340 1.79598 0.75139 -2.6 -0.8 -0.5
H -1.15233 1.14072 0.83030 0.6 -0.1 0.0
H -1.11266 2.59008 1.79868 1.1 0.3 0.3
H -1.66368 2.62125 0.21110 0.2 0.0 -0.1
H 1.90777 2.18406 1.75704 1.1 0.2 0.1
H 2.87863 1.82354 0.13565 0.4 0.6 0.4
H 1.68008 0.75027 0.78650 0.3 -0.1 0.2
C 0.03050 -2.27216 -0.32598 -0.2 -0.3 -1.0
C -1.09151 -2.12751 -1.38529 0.1 -0.2 0.7
H 0.65522 -1.38564 -0.37431 0.1 0.0 0.6
H -0.37684 -2.50122 0.65578 0.0 0.5 0.1
H 0.63813 -3.14758 -0.56329 0.2 0.2 -0.1
H -1.27312 -3.10910 -1.82220 -0.5 0.1 0.0
H -0.86700 -1.45232 -2.20073 0.5 0.1 -0.1
H -1.97512 -1.69447 -0.91148 -0.2 -0.4 -0.1

---

Entry 6:
17
Properties=species:S:1:pos:R:3:forces:R:3 method="wB97M-V/def2-TZVPD" smiles=CSC.CC total_charge=0 lumo_ha=0.038 homo_ev=-8.5 homo_lumo_gap_ha=0.3492 e_above_lowest_ev=0.247 energy_ev=-15177.459
C 0.35150 0.67163 -3.20938 -0.8 0.4 0.2
S -1.22255 1.08233 -2.35483 0.4 -0.5 0.0
C -1.20594 -0.19181 -1.02432 -0.5 0.8 -0.7
H 0.21815 -0.15420 -3.90189 0.1 -0.2 0.1
H 1.11453 0.47800 -2.46529 0.2 0.0 -0.1
H 0.59511 1.55452 -3.79360 0.2 0.1 0.0
H -2.22705 -0.55387 -0.93194 0.1 -0.2 0.1
H -0.54768 -0.99336 -1.33773 0.1 -0.1 0.2
H -0.91544 0.30327 -0.10679 0.3 -0.3 0.2
C 1.11834 -0.25321 1.99787 0.0 0.5 0.4
C -0.19964 -0.34678 2.79740 0.8 0.6 -1.0
H 1.04061 -0.57864 0.96354 0.0 -0.4 0.1
H 1.90014 -0.78751 2.53710 0.1 -0.2 -0.3
H 1.46072 0.78223 1.93206 -0.1 0.1 0.1
H -0.62426 -1.33671 2.66675 -0.2 -0.1 0.4
H 0.03328 -0.07756 3.82348 -0.3 -0.3 0.2
H -0.88982 0.40167 2.40755 -0.2 -0.1 0.1

---

Entry 7:
17
Properties=species:S:1:pos:R:3:forces:R:3 method="wB97M-V/def2-TZVPD" smiles=CSC.CC total_charge=0 lumo_ha=0.036 homo_ev=-8.4 homo_lumo_gap_ha=0.3453 e_above_lowest_ev=1.146 energy_ev=-15176.560
C 0.29724 0.84448 2.26399 0.4 1.2 -1.3
S -0.47262 2.43902 1.71435 0.7 -0.8 0.6
C 0.29730 2.76780 0.09644 -1.5 2.5 0.4
H 0.05139 0.14529 1.46039 0.2 -0.4 0.7
H 1.36580 1.03268 2.32916 0.2 -0.2 -0.3
H 0.03243 0.57973 3.27003 -0.8 -0.2 0.2
H -0.42287 2.56867 -0.68833 0.2 -0.7 -0.3
H 1.32124 2.59818 -0.18150 0.4 -0.8 0.4
H 0.22488 3.88761 0.16194 0.3 -0.7 -0.3
C -0.39864 -1.36387 -1.41357 2.1 0.6 1.9
C -0.27009 -2.88166 -1.18291 -3.6 0.2 -2.0
H -0.34312 -1.04787 -2.46279 -1.1 -0.3 0.3
H -1.18150 -0.95136 -0.73719 0.4 0.1 -1.1
H 0.56855 -0.93201 -1.07120 -0.5 0.1 0.2
H -1.38895 -3.18775 -1.03306 2.1 -0.2 -0.4
H 0.04645 -3.23354 -2.18413 0.1 -0.7 1.0
H 0.27251 -3.26538 -0.34162 0.6 0.2 0.2

---

Entry 8:
17
Properties=species:S:1:pos:R:3:forces:R:3 method="wB97M-V/def2-TZVPD" smiles=CSC.CC total_charge=0 lumo_ha=0.035 homo_ev=-8.5 homo_lumo_gap_ha=0.3459 e_above_lowest_ev=0.380 energy_ev=-15177.326
C 0.27648 -2.11851 -0.55065 0.3 0.3 -0.7
S 0.37679 -3.52568 0.54774 0.1 -0.1 0.0
C 1.52428 -2.93100 1.85166 -0.3 -0.2 -1.2
H 1.24523 -1.82774 -0.96382 0.1 0.1 0.4
H -0.28929 -2.34451 -1.44838 -0.3 -0.6 0.1
H -0.23609 -1.28068 -0.10117 0.1 0.3 0.3
H 1.60603 -1.84776 1.80464 -0.4 0.1 0.4
H 2.52868 -3.30083 1.67735 0.0 -0.3 0.1
H 1.06451 -3.35045 2.73182 0.3 0.4 0.6
C -0.51440 2.27050 -0.67467 0.7 0.2 1.5
C -1.55305 3.38928 -0.78307 0.6 -0.6 -0.7
H 0.45598 2.65486 -0.34422 0.1 0.3 -0.4
H -0.75363 1.67862 0.20935 -0.4 -0.5 -0.2
H -0.32408 1.61603 -1.52001 -0.4 0.1 -0.2
H -1.22172 4.13658 -1.51224 -0.2 0.1 0.3
H -1.70074 3.82858 0.20137 0.0 0.2 -0.1
H -2.48497 2.95272 -1.12571 -0.3 0.2 0.0